# 1
{
  "formula": "C45H100ClF4N7O8S4",
  "method": "the ωB97M-V functional and the def2-TZVPD basis",
  "elements": ["Cl", "S", "S", "S", "S", "F", "F", "F", "F", "O", "O", "O", "O", "O", "O", "O", "O", "N", "N", "N", "N", "N", "N", "N", "C", "C", "C", "C", "C", "C", "C", "C", "C", "C", "C", "C", "C", "C", "C", "C", "C", "C", "C", "C", "C", "C", "C", "C", "C", "C", "C", "C", "C", "C", "C", "C", "C", "C", "C", "C", "C", "C", "C", "C", "C", "C", "C", "C", "C", "H", "H", "H", "H", "H", "H", "H", "H", "H", "H", "H", "H", "H", "H", "H", "H", "H", "H", "H", "H", "H", "H", "H", "H", "H", "H", "H", "H", "H", "H", "H", "H", "H", "H", "H", "H", "H", "H", "H", "H", "H", "H", "H", "H", "H", "H", "H", "H", "H", "H", "H", "H", "H", "H", "H", "H", "H", "H", "H", "H", "H", "H", "H", "H", "H", "H", "H", "H", "H", "H", "H", "H", "H", "H", "H", "H", "H", "H", "H", "H", "H", "H", "H", "H", "H", "H", "H", "H", "H", "H", "H", "H", "H", "H", "H", "H", "H", "H", "H", "H"],
  "coordinates": [[0.229, 0.592, 0.205], [3.021, -6.648, 2.952], [8.309, 2.036, 0.579], [5.955, 3.196, -0.482], [1.288, -4.426, 2.349], [2.555, -7.657, 4.120], [8.631, 0.473, 0.265], [4.560, 2.078, -0.584], [-0.206, -4.994, 1.888], [6.122, 3.625, -1.854], [2.918, -7.402, 1.717], [8.285, 2.071, 1.948], [0.989, -3.385, 3.371], [4.238, -6.042, 3.293], [9.271, 2.771, -0.144], [1.888, -3.913, 1.138], [5.570, 4.132, 0.488], [-7.021, -1.553, -1.986], [4.596, -0.550, 2.372], [1.952, -1.237, -3.202], [6.914, 1.993, 0.022], [1.841, -5.666, 3.139], [-1.301, -0.059, 4.132], [-1.223, 3.737, -2.084], [-3.046, 2.709, -3.531], [-7.739, -1.867, -0.675], [2.301, 1.072, -4.231], [6.622, -1.807, 3.253], [-1.796, -0.286, 5.506], [3.763, 1.779, 3.339], [0.276, -0.306, 4.153], [-7.142, -0.060, -2.198], [5.663, -2.459, 1.025], [3.066, 3.022, 2.793], [3.363, 1.398, -3.162], [-1.851, 3.739, 3.443], [-3.269, -2.082, -1.541], [-3.247, -1.412, 3.208], [-3.315, -0.369, 5.477], [1.310, -3.410, -2.155], [-1.473, 5.177, -2.562], [1.316, 0.062, -3.673], [-7.506, -1.998, -4.454], [5.947, -0.424, 3.181], [-3.951, 2.432, -2.250], [3.581, -1.502, 3.138], [0.255, 3.488, -1.741], [3.107, -0.928, -2.164], [-5.612, -2.069, -2.058], [2.624, -1.965, -4.442], [0.135, -4.405, -1.956], [-1.664, 1.271, 3.500], [-6.845, 0.336, -3.615], [4.079, 0.122, -2.713], [-7.830, -2.336, -3.010], [-3.823, -1.501, 4.598], [-1.518, 2.562, 4.333], [-1.775, -1.228, 3.167], [-7.657, -0.464, -4.699], [2.357, 4.286, -0.643], [-4.605, -1.619, -1.007], [-2.040, 3.424, -0.842], [0.819, -2.086, -2.614], [4.110, 0.928, 2.106], [6.947, -2.391, 1.815], [0.905, 4.562, -0.886], [-1.558, 2.704, -3.199], [-3.564, 3.342, -1.104], [4.866, -1.186, 1.008], [3.119, 1.318, 4.138], [-2.212, 2.519, 5.188], [0.498, 4.539, 0.136], [-3.673, -0.520, 6.499], [-0.997, 1.245, 2.614], [2.026, -3.854, -2.859], [-5.191, -1.758, -3.035], [-3.559, -2.481, 5.054], [7.711, -1.799, 1.325], [-5.712, -3.169, -2.100], [-4.910, -1.492, 4.528], [-2.996, -1.856, -2.570], [-8.808, -1.660, -0.789], [6.554, 0.355, 2.688], [-2.880, 3.750, 3.014], [4.019, 2.163, -3.582], [-3.743, -0.630, 2.631], [-4.691, -0.554, -0.919], [-6.521, -2.372, -4.780], [-3.182, -3.179, -1.495], [-3.443, -2.351, 2.654], [3.277, 0.822, 1.416], [7.537, -1.606, 3.805], [0.643, -0.195, 3.129], [2.717, 5.096, -0.017], [-2.686, 1.146, 3.156], [-3.784, 0.545, 5.083], [-0.718, 5.296, -3.351], [-1.340, 5.858, -1.722], [-4.027, 2.950, -0.200], [2.828, 3.779, 3.550], [4.188, -2.405, 3.256], [-2.405, -1.741, -0.978], [0.809, 5.571, -1.313], [-3.343, 3.599, -4.113], [2.166, 2.759, 2.221], [4.967, -3.247, 1.321], [2.799, 0.638, -5.097], [-7.307, -0.252, -5.712], [2.734, -1.792, 2.531], [7.320, -3.427, 1.826], [1.845, -3.298, -1.219], [-0.533, 2.674, 4.757], [-8.251, -2.437, -5.122], [4.963, 1.315, 1.552], [-1.090, 2.890, -4.166], [-3.113, 1.852, -4.235], [0.343, -1.349, 4.517], [-3.961, 4.367, -1.206], [4.630, -0.296, -3.569], [-1.898, 4.168, -0.064], [0.667, 0.363, 4.913], [-5.040, 2.515, -2.431], [0.528, -0.244, -4.359], [-1.399, 0.527, 6.128], [-1.816, 4.703, 3.991], [-7.740, -3.396, -2.838], [3.761, 3.406, 2.036], [3.683, -1.846, -1.997], [5.994, -2.525, 3.820], [-8.872, -2.042, -2.801], [2.950, 4.280, -1.558], [1.792, -2.347, -5.040], [5.354, -0.398, 0.436], [2.418, 3.333, -0.096], [3.205, -1.256, -5.011], [0.757, 3.576, -2.697], [1.800, 1.963, -4.609], [-1.457, -1.162, 2.148], [2.578, -0.627, -1.257], [0.284, 2.451, -1.375], [-8.179, 0.115, -1.946], [3.860, -1.366, 0.584], [-1.696, 2.450, -0.487], [-0.379, -4.705, -2.865], [4.631, 2.151, 3.857], [-5.781, 0.237, -3.828], [3.271, -2.818, -4.145], [0.085, -2.278, -3.425], [-2.465, 5.267, -3.019], [-7.607, -2.923, -0.394], [-4.820, -2.035, -0.020], [-0.675, -4.011, -1.324], [0.811, 0.484, -2.777], [5.661, -0.190, 4.215], [-1.305, -1.200, 5.872], [-8.724, -0.195, -4.699], [2.848, 1.829, -2.283], [-1.258, 1.706, -2.815], [3.320, -1.093, 4.125], [-7.363, -1.197, 0.089], [5.978, -2.812, 0.025], [0.394, -1.499, -1.795], [0.458, -5.315, -1.477], [4.832, 0.299, -1.937], [-3.725, 1.408, -1.897], [-6.520, 0.432, -1.469], [-1.206, 3.863, 2.572], [-1.434, -2.165, 3.623], [-7.147, 1.370, -3.708]],
  "forces_ev_per_angstrom": [[-0.18, -0.09, -0.10], [-1.75, -2.28, -2.31], [2.55, -1.36, -2.94], [0.92, -3.88, -2.16], [-0.40, -0.08, 3.10], [0.92, 0.85, -0.89], [0.07, 0.62, 0.06], [1.59, 1.74, 0.13], [1.50, 0.84, 0.26], [-0.31, -0.71, 1.63], [0.37, 0.56, 1.51], [0.23, 0.23, 5.10], [-0.14, -1.42, -2.09], [1.65, 0.22, 0.84], [0.31, 0.43, -0.42], [-0.25, -0.80, 0.41], [-0.58, 0.86, 1.20], [-0.74, -0.99, 0.59], [-0.33, 0.16, 1.02], [1.56, -0.33, -0.90], [-5.12, 1.88, -2.54], [-2.02, 2.59, -0.92], [2.27, -1.47, -1.82], [-0.14, -0.01, -0.22], [-0.94, -1.06, 0.49], [0.51, -0.07, 0.02], [0.60, -0.66, 0.24], [0.48, -0.13, -1.18], [-0.20, 0.16, 0.00], [-0.94, -0.16, 0.35], [-2.13, -0.31, 0.51], [-0.57, -1.08, -0.42], [-0.07, -0.72, -0.67], [0.06, -0.04, -0.81], [-0.71, 0.25, 0.12], [-0.92, 1.56, -0.33], [1.37, -1.02, 0.46], [-1.06, -0.10, -0.96], [-0.49, -0.04, 0.37], [-0.19, -1.45, 0.47], [0.55, -1.40, -0.48], [-0.36, 0.06, 0.74], [-0.08, 1.11, -0.49], [-1.25, -1.54, -0.33], [0.85, 0.00, -0.87], [2.06, 0.70, -0.34], [-0.18, 0.94, -0.71], [-0.55, -0.09, -0.85], [0.19, -0.45, -0.42], [-0.99, -0.19, 1.14], [-0.24, 0.50, 0.28], [0.93, -0.49, -0.32], [-0.64, -0.34, -1.27], [-0.14, -0.04, -0.39], [-0.90, 0.93, -0.84], [0.15, -0.97, 0.49], [-0.78, -1.04, -0.12], [-0.47, -0.40, 2.24], [0.67, -0.56, 0.78], [0.28, -0.42, 0.09], [-0.67, -0.46, -0.55], [-1.13, -0.74, -0.48], [0.50, 0.24, -0.88], [0.32, -1.87, 0.83], [-0.54, -0.26, 1.69], [-0.84, -0.07, 0.90], [-1.13, 0.29, 0.90], [0.35, 0.91, 0.08], [-0.67, 1.01, -0.36], [0.52, -0.15, -0.96], [0.12, 0.11, -0.28], [-0.47, 0.32, -0.33], [0.00, 0.18, -0.08], [-0.46, 0.52, 0.20], [-0.30, 0.08, 0.05], [-0.57, -0.14, 0.44], [-0.03, 0.49, -0.24], [-0.04, 0.36, -0.13], [0.19, 0.46, 0.17], [-0.03, 0.10, 0.18], [-0.61, 0.45, -0.26], [0.32, -0.06, -0.17], [-0.26, -0.33, 0.27], [0.44, -0.51, 0.46], [0.28, -0.22, 0.35], [-0.23, 0.18, -0.01], [0.32, 0.80, 0.10], [-0.35, 0.18, 0.23], [-0.26, 0.22, 0.07], [0.04, 0.37, 0.21], [-0.26, 0.09, 0.04], [0.12, -0.35, 0.14], [0.04, 0.13, 0.32], [0.37, -0.11, 0.15], [-0.12, 0.25, -0.02], [0.40, 0.10, 0.38], [-0.23, 0.50, 0.33], [0.01, -0.11, -0.25], [0.11, 0.07, 0.26], [0.20, -0.22, -0.20], [-0.51, 0.11, 0.29], [-0.07, 0.29, 0.43], [-0.26, -0.37, 0.05], [0.06, -0.29, 0.46], [-0.08, -0.02, 0.31], [0.37, -0.26, 0.55], [0.02, 0.15, -0.18], [0.13, 0.21, 0.26], [-0.21, 0.51, -0.26], [0.10, 0.42, 0.54], [0.03, -0.12, 0.31], [0.51, -0.04, -0.01], [0.11, -0.50, 0.31], [-0.18, 0.39, 0.14], [0.82, 0.47, 0.54], [-0.38, 0.46, 0.26], [0.35, 0.56, -0.46], [0.04, -0.35, -0.22], [-0.09, -0.02, 0.21], [0.56, 0.14, -0.21], [0.31, 0.28, -0.26], [0.60, -0.07, -0.23], [0.06, 0.04, -0.28], [-0.31, -0.08, -0.15], [0.20, -0.60, -0.11], [0.23, -0.26, 0.47], [-0.22, 0.56, 0.28], [-0.56, -0.04, 0.00], [0.56, 0.44, -0.20], [0.30, -0.19, -0.22], [0.09, -0.21, 0.06], [0.18, 0.10, 0.00], [0.13, 0.05, -0.09], [0.47, 0.32, -0.32], [0.01, 0.11, 0.06], [0.12, -0.37, -0.47], [-0.20, -0.01, 0.23], [0.96, 0.74, -0.33], [0.08, 0.16, 0.00], [0.28, 0.44, 0.29], [-0.27, 0.43, -0.02], [0.45, 0.17, 0.13], [0.28, 0.04, 0.06], [0.28, 0.12, -0.49], [0.64, -0.25, 0.11], [0.08, 0.19, -0.02], [-0.54, 0.82, 0.14], [0.35, 0.62, 0.30], [0.23, -0.10, 0.38], [0.13, 0.44, -0.21], [0.10, -0.10, -0.10], [0.41, 0.21, 0.11], [0.36, -0.30, -0.29], [0.04, 0.53, -0.45], [-0.45, 0.07, -0.13], [0.27, -0.03, 0.29], [0.27, -0.01, -0.28], [-0.03, 0.70, -0.04], [0.12, 0.00, -0.56], [0.24, -0.09, 0.20], [-0.57, 0.73, -0.03], [-0.09, 0.03, -0.11], [0.31, -0.24, 0.20], [-0.27, 0.16, -0.15], [-0.16, 0.16, -0.38], [0.26, 0.12, 0.22], [0.37, -0.29, 0.14], [0.90, 0.40, -0.13], [0.28, 0.48, -0.02]],
  "lowdin_charge": [-0.236, 0.496, 0.399, 0.635, 0.589, -0.177, -0.210, -0.308, -0.235, -0.273, -0.293, -0.249, -0.365, -0.265, -0.237, -0.315, -0.254, -0.257, -0.190, -0.203, -0.329, -0.321, -0.223, -0.230, -0.151, 0.030, -0.161, -0.132, -0.125, -0.212, 0.046, -0.110, -0.185, -0.101, -0.173, -0.106, -0.098, -0.216, -0.153, -0.225, 0.050, -0.140, -0.153, -0.064, -0.171, 0.053, -0.160, -0.075, -0.137, 0.053, -0.067, -0.133, -0.155, -0.151, -0.120, -0.187, -0.212, -0.097, -0.142, -0.103, -0.209, -0.114, -0.159, -0.107, -0.146, -0.238, -0.106, -0.174, -0.127, 0.107, 0.115, 0.114, 0.130, 0.069, 0.110, 0.128, 0.138, 0.104, 0.154, 0.118, 0.078, 0.112, 0.123, 0.084, 0.126, 0.104, 0.081, 0.123, 0.092, 0.134, 0.100, 0.119, 0.069, 0.094, 0.112, 0.119, 0.120, 0.108, 0.114, 0.087, 0.083, 0.065, 0.118, 0.117, 0.055, 0.112, 0.104, 0.119, 0.063, 0.125, 0.086, 0.109, 0.129, 0.084, 0.137, 0.119, 0.086, 0.123, 0.124, 0.127, 0.096, 0.107, 0.126, 0.137, 0.092, 0.137, 0.056, 0.130, 0.114, 0.142, 0.087, 0.108, 0.115, 0.062, 0.077, 0.122, 0.112, 0.100, 0.091, 0.009, 0.139, 0.120, 0.069, 0.072, 0.109, 0.107, 0.114, 0.136, 0.098, 0.127, 0.117, 0.065, 0.091, 0.132, 0.149, 0.124, 0.093, 0.129, 0.102, 0.106, 0.133, 0.079, 0.079, 0.106, 0.102, 0.119, 0.060, 0.131, 0.119],
  "e_lumo_ev": -4.531,
  "spin_multiplicity": 1,
  "total_charge": 2,
  "homo_ev": -12.19
}

=====

# 2
{
  "formula": "C21H52N4O4",
  "method": "the ωB97M-V functional and the def2-TZVPD basis",
  "elements": ["O", "O", "O", "O", "N", "N", "N", "N", "C", "C", "C", "C", "C", "C", "C", "C", "C", "C", "C", "C", "C", "C", "C", "C", "C", "C", "C", "C", "C", "H", "H", "H", "H", "H", "H", "H", "H", "H", "H", "H", "H", "H", "H", "H", "H", "H", "H", "H", "H", "H", "H", "H", "H", "H", "H", "H", "H", "H", "H", "H", "H", "H", "H", "H", "H", "H", "H", "H", "H", "H", "H", "H", "H", "H", "H", "H", "H", "H", "H", "H", "H"],
  "coordinates": [[3.401, 0.432, -1.343], [-1.348, -2.367, 0.005], [4.632, -0.621, 3.618], [-7.519, 2.444, -0.904], [2.394, 1.370, -1.701], [1.381, -4.696, 0.714], [-3.981, 2.187, -1.664], [3.116, -2.623, 2.400], [-8.385, 3.530, -0.665], [1.143, -0.546, -2.782], [-6.162, 2.815, -0.890], [2.764, -2.070, 3.741], [-5.269, 0.454, -0.579], [0.623, 2.823, -0.943], [-0.278, 2.242, -2.009], [0.489, -3.881, -0.130], [2.763, 2.705, 0.261], [-0.627, -3.334, 0.731], [5.184, 0.637, 3.886], [3.245, -0.654, 3.871], [-2.047, -1.430, 0.790], [2.678, 0.961, -4.050], [-0.029, -4.754, -1.262], [1.117, 0.826, 0.415], [1.691, 0.899, -2.881], [-5.338, 1.696, -1.468], [3.376, -2.971, 4.794], [1.744, 1.880, -0.508], [0.543, 1.859, -3.224], [-0.227, -2.973, 1.691], [3.036, -0.237, 4.870], [-3.870, 2.909, -2.357], [-0.799, -4.233, -1.840], [1.717, -1.123, -2.059], [-1.311, -4.146, 1.042], [-5.829, 3.078, 0.122], [0.101, -0.535, -2.460], [2.925, -1.898, 1.706], [0.862, 2.713, -3.830], [-0.129, 1.334, -3.917], [4.219, 0.906, -1.518], [-6.254, 0.211, -0.169], [3.278, -2.562, 5.800], [2.842, -3.927, 4.799], [-0.573, -5.593, -0.822], [-5.737, 1.353, -2.430], [-1.532, -0.461, 0.840], [0.012, 3.133, -0.090], [-2.193, -1.755, 1.822], [1.001, 3.773, -1.340], [2.730, 0.033, 3.178], [-1.046, 2.979, -2.253], [-0.812, 1.343, -1.684], [-4.962, -0.416, -1.157], [-4.645, 0.655, 0.295], [3.429, 0.172, -3.962], [1.882, 0.153, 0.812], [-6.016, 3.700, -1.532], [4.712, 1.419, 3.273], [0.539, 1.283, 1.214], [1.019, -2.996, -0.519], [2.224, -4.874, 0.177], [0.767, -5.102, -1.916], [6.240, 0.603, 3.618], [3.678, 2.182, 0.541], [4.134, -2.645, 2.373], [0.463, 0.171, -0.170], [-8.212, 4.344, -1.379], [2.171, 0.833, -5.010], [-2.993, -1.256, 0.276], [-8.213, 3.946, 0.337], [1.207, -1.024, -3.757], [3.181, 1.929, -4.105], [4.412, -3.242, 4.593], [5.110, 0.926, 4.941], [3.081, 3.568, -0.334], [1.698, -4.148, 1.512], [2.326, 3.146, 1.162], [1.678, -2.108, 3.831], [-9.390, 3.127, -0.739], [-3.235, 1.514, -1.701]],
  "forces_ev_per_angstrom": [[-0.11, -0.12, 0.10], [0.35, 0.20, 0.13], [0.02, -0.14, 0.18], [-0.05, -0.01, -0.07], [0.55, 0.54, -0.09], [-0.20, 0.19, -0.09], [0.24, 0.67, 0.58], [0.11, 0.58, 0.28], [0.37, -0.14, 0.32], [-0.02, 0.37, 0.40], [-0.23, 0.31, -0.40], [0.45, -0.55, -0.76], [-0.79, 0.34, 0.32], [-0.49, 0.57, -0.14], [-0.09, -0.03, -0.20], [0.53, -0.12, 0.24], [0.37, 0.87, 0.15], [-0.42, -0.75, 0.48], [0.36, 0.39, -0.28], [-0.16, 1.01, 0.27], [-0.15, 0.36, -0.26], [0.31, -0.10, -0.22], [-0.88, 0.33, 0.16], [0.28, -0.88, -0.67], [-0.26, -0.16, -0.83], [1.00, -1.07, -0.30], [-0.44, -0.89, 0.24], [-0.57, 0.35, 0.57], [-0.71, -0.24, -0.50], [0.15, 0.48, -0.28], [0.05, -0.25, 0.05], [-0.06, -0.13, -0.16], [0.35, 0.19, -0.17], [0.04, -0.07, -0.12], [0.12, 0.01, -0.22], [0.07, -0.08, 0.01], [-0.01, -0.18, 0.02], [-0.32, -0.16, -0.02], [0.36, 0.22, 0.51], [0.19, -0.16, 0.03], [0.07, -0.02, -0.03], [-0.05, 0.09, -0.21], [0.14, 0.14, -0.03], [-0.02, 0.10, -0.02], [0.38, -0.21, 0.01], [-0.53, 0.32, 0.09], [0.18, -0.13, -0.07], [0.19, -0.25, 0.21], [-0.23, -0.21, -0.09], [0.38, -0.20, -0.04], [0.00, -0.24, -0.15], [0.00, -0.05, -0.14], [0.06, 0.07, 0.31], [0.39, 0.00, 0.16], [0.30, -0.17, -0.18], [0.02, 0.06, -0.03], [0.02, 0.20, 0.19], [-0.02, 0.01, 0.15], [-0.05, -0.04, 0.09], [0.09, 0.03, 0.12], [-0.11, -0.08, -0.19], [-0.01, -0.20, 0.08], [0.02, -0.07, -0.03], [-0.05, -0.07, 0.02], [-0.20, -0.32, 0.06], [-0.04, -0.27, 0.08], [-0.14, 0.12, 0.12], [-0.16, -0.09, -0.15], [-0.13, -0.17, 0.13], [-0.16, 0.00, 0.35], [-0.14, -0.05, 0.00], [-0.09, -0.10, 0.00], [0.00, 0.00, 0.22], [0.11, 0.41, 0.00], [-0.14, -0.12, 0.02], [-0.05, -0.18, -0.14], [0.11, 0.00, -0.12], [-0.07, -0.28, 0.06], [-0.07, 0.20, 0.06], [-0.13, 0.23, -0.02], [-0.18, -0.22, -0.13]],
  "lowdin_charge": [-0.016, -0.184, -0.187, -0.188, -0.093, 0.032, 0.034, 0.048, -0.112, -0.015, -0.230, -0.416, -0.063, -0.142, -0.189, -0.450, -0.038, -0.224, -0.114, -0.232, -0.101, -0.048, -0.062, -0.020, -0.515, -0.441, -0.064, -0.526, -0.142, 0.116, 0.128, 0.068, 0.076, 0.069, 0.135, 0.135, 0.072, 0.067, 0.121, 0.124, 0.105, 0.079, 0.080, 0.080, 0.080, 0.137, 0.070, 0.124, 0.090, 0.125, 0.116, 0.109, 0.095, 0.075, 0.077, 0.081, 0.065, 0.124, 0.084, 0.089, 0.124, 0.069, 0.072, 0.090, 0.073, 0.076, 0.061, 0.085, 0.086, 0.068, 0.088, 0.084, 0.086, 0.080, 0.090, 0.086, 0.021, 0.089, 0.133, 0.087, 0.051],
  "e_lumo_ev": 0.649,
  "spin_multiplicity": 1,
  "smiles": "CC1(C)CCCC(C)(C)N1O.COC[C@H](C)N.COC[C@H](C)N.COC[C@H](C)N",
  "total_charge": 0,
  "homo_ev": -8.51
}

=====

no.,gap between HOMO and LUMO (hartree)
1,0.2816
2,0.3365